Record 1
Entry from OMol25: a structure of composition C21H31BeF6NO16 at a distorted geometry (ωB97M-V/def2-TZVPD).

As for the electronic energy: -73225.8276 eV. The calculation puts the HOMO energy at -0.588 eV. Its total charge is -2. The calculation puts the orbital gap at 4.23 eV. The LUMO energy comes out at 3.641 eV.

CARTESIAN COORDINATES (ANGSTROEM)
F -0.8091 -0.1780 4.2962
F 2.6881 3.2529 -3.8636
F -1.8833 -0.1565 2.4850
F 0.8022 2.9311 -2.9826
F 1.1277 2.4625 -5.1150
F -2.1068 -1.8674 3.6826
O 0.9407 -0.0114 -3.4449
O 2.4839 0.9966 -2.1181
O -0.3430 -3.1603 -1.7796
O -2.0408 -0.7203 -2.0239
O 4.3426 -3.4191 -0.4811
O 1.7252 0.7837 0.4830
O 1.3757 2.8699 1.1375
O -2.0724 3.5064 -0.5232
O 0.0289 -5.0549 -2.5880
O -0.2673 -4.7990 -0.5150
O 0.0129 -2.2531 1.3021
O 0.5380 -2.7740 3.2850
O -0.9058 1.4893 -0.4109
O -3.7468 -0.1802 -3.3070
O 2.4015 -4.0249 0.5080
O 2.3885 -2.4819 -0.9632
N -0.1918 -4.3546 -1.6453
C 1.9687 0.9928 -3.4334
C -1.2113 -0.9235 3.2710
C 1.8771 2.9235 3.3739
C 1.6491 3.7993 2.1138
C 2.5787 1.6354 2.6968
C -1.9936 2.1387 -0.3850
C -3.3155 1.6695 0.1607
C 1.0534 -2.5256 4.5710
C 4.4954 1.5773 -0.6980
C 3.0174 -3.3431 -0.3011
C -4.9729 -0.6642 -3.6875
C 0.0657 -1.6350 2.6009
C 1.6536 -3.7766 5.2649
C 1.8632 1.6840 1.3400
C -4.2729 2.7107 -0.4893
C -3.0940 -1.0192 -2.6143
C -4.9266 -2.2314 -3.4793
C 1.5902 2.4507 -3.8782
C -3.7388 -2.4038 -2.5547
C -3.4301 3.9500 -0.5580
C 3.9413 0.9858 -2.0582
Be 0.2631 -0.7771 -1.0302
H -4.5994 2.3234 -1.4544
H 4.4308 0.8506 0.1118
H 2.5572 -3.9898 4.6939
H 2.4384 4.5102 1.8693
H 5.5681 1.7524 -0.7809
H 4.4810 -2.6870 -1.0865
H 1.0473 -4.6821 5.2894
H -5.1808 2.9012 0.0829
H 0.8548 -0.8838 2.5694
H -5.0570 -0.5017 -4.7621
H -2.9990 -3.0603 -3.0127
H 3.6262 1.9338 2.6550
H -3.1261 1.8231 1.2231
H -5.8874 -0.2113 -3.3045
H -3.6395 4.5843 0.3034
H 0.3017 -2.2022 5.2911
H 2.2760 0.7324 3.2269
H -4.0592 -2.7718 -1.5800
H -5.8131 -2.5863 -2.9538
H 0.9550 2.5833 3.8451
H 0.7255 4.3331 2.3378
H 1.7465 -1.6844 4.5588
H 4.3657 0.0364 -2.3846
H 3.9783 2.4634 -0.3299
H 2.0917 -3.5816 6.2437
H 2.7343 0.6169 -4.1121
H 4.4354 1.6846 -2.7332
H 2.4172 3.3808 4.2029
H -4.9835 -2.9140 -4.3271
H -3.6409 4.5539 -1.4406
H -3.5953 0.6171 0.1140

Forces on atoms 1 to 2 (eV/Å):
F -0.07 0.65 1.36
F 0.51 0.42 -0.37



Record 2
Entry from OMol25: a cluster of 3 separate species, C21H31Br2Cl3NO12S2Si in total (ωB97M-V/def2-TZVPD).

As for the electronic energy: -255533.1241 eV. The calculation puts the HOMO energy at -11.970 eV. Its total charge is +1. The calculation puts the orbital gap at 6.96 eV. The LUMO energy comes out at -5.007 eV.

CARTESIAN COORDINATES (ANGSTROEM)
Br 3.9374 -0.2353 -1.4222
Br 2.2949 2.2202 -4.9631
Cl -0.9818 2.1297 -0.3275
Cl -1.8361 -1.7136 -3.8432
Cl 1.8658 2.2804 -1.0400
S -5.5817 6.6844 9.1685
S -0.5529 3.7074 5.4681
Si 2.0592 -5.4091 -4.4160
O -4.5939 5.7535 10.0101
O -0.4561 -0.0802 1.4890
O -4.8782 6.4709 7.7531
O 1.9275 -3.7703 -4.7757
O -1.6726 4.0538 6.2684
O -2.4316 -0.6071 0.6094
O 0.7272 4.2474 5.7329
O -0.9546 3.9649 3.9410
O -5.4083 8.0218 9.6051
O -3.3179 -2.0463 -0.8905
O -6.8712 6.0986 9.1112
O -0.4252 2.1227 5.3608
N -0.3998 1.0813 -1.5227
C -3.5674 5.9044 7.9300
C 0.4000 -6.2390 -4.5903
C -0.6980 -2.3129 0.6505
C -2.6971 0.1358 -1.6567
C 2.9510 0.2407 -3.0280
C -1.2727 0.2001 -2.1103
C -0.7602 -0.6319 -3.0795
C -1.1203 -0.9153 0.9591
C -3.7301 5.0073 9.1389
C 2.6259 -5.5645 -2.6324
C -2.8672 -0.9795 -0.6471
C 1.4663 0.2563 -2.7553
C 0.9298 1.1248 -1.8206
C -0.9290 1.6468 4.1030
C 1.5255 -2.8690 -3.7955
C 3.3494 -6.1568 -5.5172
C 0.6005 -0.6126 -3.4435
C 4.8647 1.1843 -4.3730
C 3.5602 1.4941 -3.6651
C 1.0958 -1.5671 -4.4834
C -0.6630 2.8041 3.1593
H -3.3520 -0.0780 -2.4965
H 2.9599 -6.5448 -6.4536
H 0.6838 -3.2391 -3.1956
H 0.3469 -7.0562 -3.8710
H -0.4341 -5.5707 -4.3787
H 2.9649 -6.5836 -2.4569
H -2.7937 4.8128 9.6528
H -3.2831 5.3622 7.0384
H 3.4820 -4.9128 -2.4503
H 3.7984 -6.9816 -4.9639
H 0.3832 2.8363 2.8457
H 0.2770 -2.4669 1.1016
H -4.2161 4.0645 8.8821
H 4.1389 -5.4350 -5.7177
H 3.1583 -0.5950 -3.6774
H -0.6203 -2.4804 -0.4229
H -0.4008 0.7408 3.8251
H 4.6714 0.6114 -5.2767
H 0.3234 -1.7730 -5.2163
H 3.6982 2.2656 -2.9177
H -2.9926 1.0766 -1.2141
H 1.9352 -1.1503 -5.0275
H -1.4096 -3.0257 1.0570
H -1.3119 2.7957 2.2885
H 0.2649 -6.6542 -5.5863
H 5.4926 0.5832 -3.7165
H -2.8552 6.7099 8.1193
H 5.3982 2.0941 -4.6229
H -1.9962 1.4415 4.2025
H 2.3356 -2.6481 -3.0901
H 1.8388 -5.3243 -1.9200

Forces on atoms 1 to 2 (eV/Å):
Br 0.12 -0.17 0.18
Br -0.11 0.09 -0.02



Record 3
Entry from OMol25: a structure of composition C21H31Cl5P2Sn at a distorted geometry (ωB97M-V/def2-TZVPD).

As for the electronic energy: -109295.5218 eV. The calculation puts the HOMO energy (alpha / beta) at -5.757 / -5.845 eV. Its total charge is 0. The energy relative to the best compared isomer or geometry (same formula, charge and spin) comes out at 27.28 kcal per mole. The calculation puts the orbital gap (alpha / beta) at 5.52 / 5.64 eV. The LUMO energy (alpha / beta) comes out at -0.239 / -0.201 eV.

CARTESIAN COORDINATES (ANGSTROEM)
Sn -0.5027 -0.6636 2.0977
Cl -1.5210 4.5092 4.0602
Cl -1.6362 2.0852 2.0498
Cl -1.3437 3.7826 7.1300
Cl -0.2480 0.9407 7.9849
Cl 0.3603 -1.1968 5.6889
P -0.4623 -1.5060 -1.0821
P 1.9275 -0.8607 1.5545
C -1.7594 0.8769 -4.1245
C 3.1592 -1.3064 2.8285
C -1.9967 0.8112 -2.8106
C -0.9470 2.6111 5.9576
C -0.4182 -2.0511 -2.9042
C 1.6975 -2.4595 0.6075
C -0.4623 1.3242 6.3260
C 0.7155 1.2428 -4.8603
C -1.6302 -2.8005 -0.4907
C -0.7608 1.7471 -4.8121
C 1.4235 1.3833 -3.5707
C 1.1975 -2.3369 -0.8291
C -1.1589 2.9185 4.5945
C 0.9026 1.6781 -2.3701
C -1.0131 1.8674 3.6666
C -0.2500 2.5515 -1.8998
C 3.0693 -0.0276 0.3681
C -1.5632 1.7363 -1.7242
C -0.5322 0.6153 3.9756
C -0.2134 0.3652 5.3139
C -2.5517 -1.4425 2.2002
H -2.6107 -2.3084 -0.4144
H -3.1946 -0.6565 1.7783
H 3.0192 -2.3420 3.1719
H -1.3148 -3.1528 0.5033
H -2.2749 0.1581 -4.7799
H 0.7511 0.2051 -5.2386
H -2.5013 -0.0759 -2.4182
H -1.4372 1.0754 -0.8426
H 2.6998 -2.9042 0.6496
H -0.0124 2.8937 -0.8715
H -1.7282 -3.6426 -1.1854
H -1.0401 1.8193 -5.8638
H -0.0569 -3.0878 -3.0158
H -2.4011 2.3924 -1.4408
H 0.2532 -1.4319 -3.5175
H -1.4019 -2.0152 -3.3864
H -0.3820 3.4905 -2.4690
H 1.0035 -3.0633 1.2029
H -2.8812 -1.6682 3.2210
H 4.1622 -1.2329 2.3760
H 2.5991 0.2720 -0.5748
H 1.0866 -3.3199 -1.3179
H 1.3473 1.1468 -1.5329
H 1.9366 -1.7618 -1.4051
H 3.8892 -0.7182 0.0987
H -2.6555 -2.3499 1.6040
H 2.4721 1.0627 -3.6619
H 3.1343 -0.6043 3.6752
H 3.5504 0.8673 0.7916
H -0.7997 2.7784 -4.4516
H 1.3057 1.7794 -5.6103

Forces on atoms 1 to 2 (eV/Å):
Sn -2.11 0.00 0.97
Cl -0.20 -0.05 0.18